Here is a molecular structure, C32H49BF3N6Zr from OMol25. Energies are from the ωB97M-V functional and the def2-TZVPD basis.

```
92
Properties=species:S:1:pos:R:3:forces:R:3:lowdin_charge:R:1
Zr 0.667 0.238 -0.194 -0.341 0.793 -0.132 1.785
N -2.234 0.202 4.691 0.008 -0.680 -0.133 0.209
C -2.439 -0.260 3.277 -0.006 -0.075 0.083 -0.100
C -1.128 -0.151 2.500 -0.031 0.001 0.071 -0.213
N -1.346 -0.168 1.034 0.082 -0.075 0.016 -0.049
H -3.077 0.048 5.251 0.027 0.001 -0.025 0.184
H -2.046 1.226 4.708 0.051 0.001 0.072 0.083
H -1.463 -0.281 5.158 -0.015 -0.035 -0.020 0.181
H -3.198 0.399 2.859 0.020 -0.067 0.024 0.105
H -2.822 -1.279 3.308 0.012 -0.011 -0.019 0.145
H -0.444 -0.956 2.768 0.000 -0.027 -0.036 0.121
H -0.636 0.792 2.737 0.008 -0.078 -0.009 0.082
H -1.996 0.588 0.814 0.001 -0.022 -0.051 0.066
H -1.798 -1.037 0.752 0.023 -0.010 0.022 0.111
F 3.625 -0.415 -0.489 -0.091 -0.182 -0.042 0.040
C 3.576 -1.424 -1.314 0.169 0.012 -0.139 0.046
F 1.554 -0.442 1.302 0.114 -0.025 0.068 -0.400
F 2.560 -1.100 -2.112 -0.022 -0.036 0.297 0.001
N -0.233 -3.785 -1.852 -0.004 -0.011 0.013 0.123
C -0.001 -4.106 -0.539 0.002 -0.006 0.000 -0.016
C 0.144 -2.925 0.110 0.057 0.021 -0.019 -0.119
N -0.002 -1.880 -0.802 0.046 -0.140 -0.077 -0.134
C -0.224 -2.458 -1.979 -0.074 0.035 -0.034 -0.154
H -0.387 -4.443 -2.603 0.001 0.005 -0.002 0.189
H 0.051 -5.123 -0.190 -0.002 -0.002 -0.003 0.145
H 0.392 -2.755 1.143 -0.009 0.008 0.022 0.107
H -0.383 -1.955 -2.920 0.006 -0.013 0.001 0.146
C -1.158 3.277 -3.364 -0.002 -0.006 -0.001 -0.017
C -0.506 1.909 -3.156 -0.006 0.014 0.012 -0.340
C -1.361 1.018 -2.254 0.075 -0.006 -0.047 -0.067
C 0.946 1.971 -2.693 -0.010 -0.014 0.052 -0.165
C 1.932 1.511 -3.562 -0.001 -0.024 0.000 -0.011
C 3.282 1.633 -3.255 0.005 0.003 -0.004 -0.024
C 3.679 2.192 -2.055 0.001 -0.012 0.001 -0.005
C 2.744 2.669 -1.135 -0.030 0.031 -0.012 -0.124
C 3.209 3.372 0.127 0.006 -0.026 0.024 -0.359
C 3.784 2.371 1.132 0.003 -0.004 -0.001 -0.039
C 4.226 4.471 -0.196 -0.001 0.006 -0.015 -0.031
C 1.371 2.546 -1.462 0.113 0.071 -0.013 -0.202
N 0.417 3.106 -0.554 0.008 -0.063 0.034 -0.017
B -0.087 2.345 0.539 0.004 -0.324 -0.075 -0.504
N -0.835 3.284 1.308 -0.020 0.057 0.043 0.040
C -0.708 4.538 0.702 0.004 0.041 -0.039 -0.006
C 0.048 4.443 -0.413 -0.010 0.004 0.049 -0.025
C -1.600 3.139 2.511 -0.006 0.003 -0.078 -0.118
C -0.935 3.161 3.747 0.004 0.125 0.040 -0.135
C -1.714 3.085 4.904 0.069 0.401 0.011 -0.061
C -3.100 2.989 4.832 -0.121 0.378 -0.043 -0.064
C -3.730 2.947 3.597 -0.018 0.058 0.045 -0.016
C -2.996 3.030 2.414 0.033 0.033 -0.003 -0.129
C -3.722 3.068 1.081 0.000 -0.006 -0.013 -0.367
C -4.650 1.866 0.886 0.006 -0.011 0.005 -0.048
C -4.513 4.375 0.947 0.006 0.019 0.011 -0.027
C 0.568 3.332 3.870 0.015 -0.016 -0.002 -0.363
C 1.206 2.186 4.660 -0.009 -0.018 -0.005 -0.043
C 0.902 4.684 4.507 -0.019 0.017 0.003 -0.028
H -2.092 3.158 -3.914 -0.001 0.000 0.003 0.099
H -0.513 3.930 -3.951 0.001 0.000 0.001 0.104
H -1.385 3.768 -2.419 0.003 0.004 0.004 0.068
H -0.471 1.419 -4.132 0.011 -0.002 0.002 0.141
H -1.564 1.499 -1.291 -0.017 -0.011 0.004 0.054
H -0.877 0.035 -2.119 -0.091 -0.061 0.019 0.026
H -2.325 0.784 -2.707 -0.014 0.004 0.013 0.118
H 1.638 1.095 -4.518 0.000 -0.001 0.003 0.134
H 4.025 1.303 -3.970 0.002 -0.002 0.002 0.135
H 4.734 2.297 -1.838 0.001 -0.002 0.000 0.135
H 2.344 3.850 0.588 0.001 0.001 0.002 0.119
H 4.632 1.826 0.714 0.004 0.002 0.001 0.089
H 3.036 1.643 1.463 -0.003 -0.009 -0.006 0.053
H 4.140 2.896 2.019 -0.002 0.005 0.000 0.096
H 5.166 4.061 -0.565 0.000 0.000 0.005 0.087
H 4.451 5.035 0.708 0.003 0.000 0.000 0.096
H 3.843 5.168 -0.941 -0.001 0.002 -0.001 0.096
H -1.170 5.416 1.124 -0.006 -0.004 0.008 0.147
H 0.346 5.217 -1.102 0.013 -0.011 -0.007 0.149
H -1.235 3.164 5.874 -0.002 -0.016 0.003 0.135
H -3.690 2.983 5.741 -0.001 -0.015 0.017 0.133
H -4.812 2.900 3.554 -0.001 -0.002 0.005 0.130
H -2.973 3.052 0.284 0.006 -0.001 0.006 0.117
H -5.419 1.818 1.657 -0.010 -0.003 -0.007 0.090
H -4.113 0.909 0.897 -0.027 0.012 -0.015 0.054
H -5.161 1.936 -0.074 0.004 0.002 0.003 0.096
H -5.308 4.427 1.691 -0.003 0.002 0.002 0.094
H -4.973 4.441 -0.039 -0.001 -0.008 0.004 0.095
H -3.873 5.247 1.082 0.005 -0.003 -0.004 0.087
H 0.994 3.322 2.864 -0.003 0.000 0.000 0.114
H 0.808 2.128 5.675 0.012 -0.004 0.005 0.084
H 2.281 2.339 4.750 -0.006 0.008 -0.007 0.094
H 1.062 1.216 4.171 -0.005 0.005 0.013 0.064
H 0.550 4.736 5.538 -0.005 0.000 0.001 0.091
H 0.447 5.508 3.956 0.005 0.003 -0.002 0.091
H 1.981 4.839 4.519 -0.004 -0.006 0.000 0.093
```
Forces are in eV/Å.

Output
Frontier orbital gap (eV): 7.2851
Charge: +3
E_LUMO (eV): -8.74
E (hartree): -1947.97444